(1)
Molecular formula: C51H52HfN4O2SSbSiTe
Method: DFT, ωB97M-V with the def2-TZVPD basis set

The geometry in XYZ format:
```
114
Properties=species:S:1:pos:R:3:forces:R:3
Hf 0.134 0.327 0.277 -0.41 -0.69 -0.52
C 4.659 -0.049 0.654 -0.08 0.11 0.03
C 5.153 1.033 -0.054 -0.06 0.02 0.11
C 4.273 1.867 -0.713 -0.21 0.10 0.02
C 2.890 1.656 -0.638 0.27 -0.41 0.32
C 2.359 0.555 0.073 0.14 0.42 -0.35
C 3.294 -0.282 0.689 0.00 -0.35 0.09
C 1.972 2.589 -1.309 -0.21 0.07 -0.29
C 2.402 3.897 -1.637 -0.15 0.23 -0.15
C 1.547 4.774 -2.235 0.14 -0.28 0.11
C 0.238 4.355 -2.552 0.05 -0.40 0.15
C -0.713 5.205 -3.148 -0.15 -0.08 -0.05
C -1.971 4.745 -3.424 0.15 0.19 -0.05
C -2.308 3.414 -3.136 0.06 -0.17 0.04
C -1.405 2.570 -2.550 -0.11 0.02 0.03
C -0.113 3.020 -2.216 -0.39 0.47 -0.29
N 0.741 2.171 -1.584 0.50 -0.15 1.03
H 5.331 -0.715 1.175 0.09 -0.09 0.00
H 6.216 1.214 -0.110 0.07 -0.01 -0.03
H 4.676 2.675 -1.307 0.01 0.06 -0.02
H 2.959 -1.175 1.211 0.00 0.13 -0.09
H 3.397 4.211 -1.369 0.05 0.03 0.03
H 1.859 5.781 -2.466 0.02 0.13 0.00
H -0.430 6.222 -3.379 0.02 0.09 -0.01
H -2.705 5.399 -3.870 -0.05 0.06 -0.05
H -3.295 3.058 -3.388 -0.12 -0.09 0.02
H -1.672 1.551 -2.318 -0.07 -0.11 -0.04
O 0.852 -2.025 0.059 0.52 0.65 0.08
C -0.192 -2.466 0.533 -0.09 -1.55 -0.07
O -1.058 -1.716 1.072 -0.04 1.13 -0.05
H -0.401 -3.552 0.505 0.07 0.23 0.01
C -1.585 -1.254 -3.856 0.11 0.01 0.21
C -1.273 -1.168 -2.512 -0.35 -0.43 -0.10
N -0.148 -0.624 -2.048 -0.17 0.52 0.12
C 0.739 -0.185 -2.939 0.20 -0.02 -0.16
C 0.483 -0.128 -4.311 -0.48 -0.40 0.29
C -0.729 -0.660 -4.763 0.36 0.02 0.29
C 1.344 0.530 -5.278 0.57 0.18 -0.22
C 2.658 0.794 -5.266 -0.47 0.10 -0.37
C 3.696 0.396 -4.331 0.69 0.04 0.32
C 4.954 1.001 -4.406 -0.24 -0.17 0.19
C 5.909 0.576 -3.498 -0.09 0.07 -0.24
N 5.669 -0.386 -2.621 0.50 -0.16 0.14
C 4.461 -0.920 -2.649 0.03 -0.15 0.14
N 3.469 -0.572 -3.440 -0.27 -0.10 -0.37
H -2.488 -1.748 -4.176 -0.15 0.02 0.02
H -1.968 -1.532 -1.767 0.14 0.11 -0.17
H 1.694 0.123 -2.542 -0.31 0.13 -0.08
H -0.976 -0.636 -5.814 0.01 0.05 -0.10
H 0.802 0.865 -6.155 0.03 0.09 -0.06
H 3.043 1.357 -6.108 -0.07 0.05 -0.07
H 5.159 1.766 -5.136 0.07 0.11 -0.08
H 6.899 1.011 -3.474 0.09 0.07 -0.05
H 4.260 -1.718 -1.947 0.00 -0.06 0.09
C 1.907 -0.585 4.967 0.13 0.25 -0.61
Te 0.818 -1.131 3.161 -0.43 0.55 1.19
C -0.950 -0.075 3.806 0.22 -0.33 -0.02
H 1.343 -0.868 5.848 -0.30 -0.13 -0.08
H 2.113 0.478 4.989 -0.08 0.17 -0.06
H 2.853 -1.110 4.980 0.11 -0.17 -0.13
H -0.650 0.895 4.182 0.15 0.06 -0.07
H -1.490 -0.616 4.574 0.02 -0.15 0.05
H -1.584 0.050 2.934 -0.03 0.03 0.00
S -2.665 0.416 -0.179 -0.10 0.07 0.15
Sb -3.731 -1.440 0.727 -0.42 -0.47 0.28
C -5.753 -1.028 0.158 0.64 -0.09 0.20
C -6.787 -1.704 0.781 -0.02 -0.16 0.16
C -8.099 -1.427 0.437 -0.11 -0.07 0.05
C -8.375 -0.474 -0.530 0.00 -0.02 0.03
C -7.338 0.195 -1.157 -0.06 0.04 -0.06
C -6.025 -0.080 -0.815 0.23 0.12 -0.10
C -3.838 -1.620 2.862 0.06 0.13 -0.75
C -3.092 -2.600 3.496 0.14 -0.07 -0.08
C -3.225 -2.786 4.861 0.04 -0.06 -0.01
C -4.102 -1.996 5.586 -0.02 0.05 0.00
C -4.824 -0.998 4.951 -0.08 0.10 0.05
C -4.698 -0.808 3.583 -0.10 0.12 -0.11
C -3.508 -3.559 0.248 0.01 0.91 0.11
C -4.241 -4.408 1.067 -0.16 0.16 0.10
C -4.210 -5.776 0.857 -0.05 -0.08 0.00
C -3.433 -6.303 -0.160 -0.03 -0.01 0.06
C -2.689 -5.459 -0.964 0.04 0.01 -0.10
C -2.734 -4.086 -0.771 0.09 0.07 -0.12
H -6.570 -2.443 1.540 -0.09 -0.05 0.09
H -8.906 -1.950 0.929 -0.06 -0.05 0.04
H -9.398 -0.251 -0.790 -0.09 0.01 -0.04
H -7.556 0.936 -1.909 0.00 0.10 -0.10
H -5.206 0.446 -1.290 -0.07 0.05 -0.03
H -2.407 -3.208 2.922 0.06 -0.09 0.04
H -2.642 -3.545 5.358 0.06 -0.14 0.05
H -4.226 -2.160 6.645 0.03 0.03 0.10
H -5.491 -0.367 5.519 -0.07 0.03 0.03
H -5.268 -0.035 3.081 -0.04 0.01 0.07
H -4.833 -4.008 1.880 -0.03 -0.06 0.01
H -4.793 -6.426 1.492 -0.02 -0.04 0.05
H -3.407 -7.369 -0.325 0.02 -0.11 0.00
H -2.071 -5.866 -1.749 0.05 -0.03 -0.11
H -2.152 -3.451 -1.421 0.03 -0.02 -0.03
C -1.923 4.884 1.654 0.30 -0.64 0.22
Si -1.398 3.238 2.488 -0.08 0.32 0.13
C -0.459 3.735 4.081 -0.35 -0.24 -0.57
C -3.037 2.359 2.968 0.53 0.19 -0.21
C -0.200 2.321 1.315 -0.24 -0.38 0.27
H -2.486 5.507 2.343 -0.11 0.04 0.17
H -2.545 4.718 0.778 -0.12 -0.12 -0.16
H -1.058 5.457 1.331 0.20 0.06 -0.03
H -1.097 4.328 4.728 -0.22 0.15 0.12
H 0.406 4.344 3.837 0.17 0.12 -0.12
H -0.104 2.897 4.672 0.07 -0.22 0.06
H -3.825 3.099 3.084 -0.06 0.21 0.03
H -2.963 1.816 3.906 0.06 -0.10 0.15
H -3.365 1.664 2.196 0.04 -0.02 -0.06
H 0.814 2.572 1.676 -0.07 0.00 0.01
H -0.314 2.913 0.396 -0.05 0.06 -0.02
```
Positions in Å, forces in eV/Å.

Values from the calculation:
Spin multiplicity ... 1
LUMO ... -0.096 hartree
Max |F| ... 0.0302 Eh/bohr
ΔE to the lowest compared entry with this formula, charge and spin ... 1.495 eV
Charge ... +1

(2)
Molecular formula: C51H52N5O8S2Tl
Method: DFT, ωB97M-V with the def2-TZVPD basis set

The geometry in XYZ format:
```
119
Properties=species:S:1:pos:R:3:forces:R:3
Tl 0.392 0.155 0.478 -0.86 -0.70 -0.39
C 2.833 -1.193 3.636 -0.04 0.04 0.03
C 3.844 -0.478 2.787 -0.24 0.00 -0.02
C 5.104 -1.034 2.599 0.13 0.02 -0.04
C 6.038 -0.445 1.762 -0.04 -0.05 0.06
C 5.718 0.731 1.107 0.00 0.00 -0.07
C 4.470 1.321 1.267 -0.10 0.12 0.03
C 4.131 2.605 0.558 -0.05 -0.18 -0.03
C 3.531 0.699 2.099 0.30 0.03 -0.12
N 2.240 1.303 2.221 -0.33 0.16 0.13
C 2.045 2.143 3.157 0.53 -0.14 0.06
C 3.133 2.513 4.146 -0.09 0.02 0.00
C 0.720 2.834 3.374 -0.23 0.26 0.26
C 0.621 3.739 4.584 0.09 -0.09 0.07
N -0.249 2.664 2.584 0.14 -0.21 -0.30
C -1.507 3.272 2.801 -0.30 0.10 0.05
C -1.828 4.428 2.075 0.16 -0.02 -0.03
C -0.768 5.117 1.260 -0.10 -0.12 0.01
C -3.113 4.944 2.155 0.00 0.00 0.02
C -4.074 4.349 2.958 0.04 0.03 -0.02
C -3.720 3.263 3.737 -0.02 0.03 0.01
C -2.438 2.725 3.697 0.18 -0.14 -0.07
C -2.066 1.616 4.643 0.02 -0.04 -0.18
H 3.331 -1.871 4.330 0.02 0.01 0.03
H 2.185 -1.786 2.983 0.01 0.01 0.05
H 2.191 -0.514 4.201 0.03 0.01 0.00
H 5.335 -1.970 3.095 -0.02 -0.01 -0.02
H 6.999 -0.918 1.597 -0.03 -0.01 -0.01
H 6.430 1.187 0.428 -0.03 0.01 0.03
H 4.999 2.980 0.014 0.01 0.01 0.02
H 3.794 3.378 1.258 0.02 -0.02 -0.06
H 3.333 2.420 -0.164 0.08 -0.01 0.02
H 4.074 2.051 3.867 0.03 -0.01 0.01
H 2.867 2.174 5.150 -0.01 0.04 -0.03
H 3.269 3.595 4.184 0.00 -0.02 0.02
H 0.797 3.180 5.506 0.01 0.02 0.00
H -0.367 4.186 4.630 -0.02 0.02 0.03
H 1.364 4.537 4.537 0.01 0.00 0.01
H 0.103 5.357 1.878 -0.01 0.00 -0.06
H -1.153 6.045 0.836 -0.01 0.00 -0.01
H -0.429 4.477 0.448 0.07 -0.05 -0.07
H -3.356 5.823 1.568 -0.01 0.00 0.01
H -5.085 4.740 2.983 0.00 0.00 0.02
H -4.450 2.807 4.398 0.02 0.00 -0.01
H -2.940 1.011 4.888 0.00 0.02 0.02
H -1.670 2.035 5.575 0.00 -0.03 0.00
H -1.316 0.950 4.214 0.00 -0.04 -0.03
C -1.457 -3.438 -6.014 -0.07 -0.02 -0.03
O -2.401 -3.974 -5.086 0.23 -0.07 -0.05
C -3.293 -3.049 -4.592 -0.05 0.13 -0.03
C -4.606 -3.080 -5.022 -0.11 0.01 -0.04
C -5.536 -2.185 -4.508 0.01 0.00 -0.02
C -5.135 -1.271 -3.543 0.00 -0.02 -0.02
C -3.824 -1.245 -3.090 0.05 -0.02 0.08
C -2.878 -2.129 -3.618 -0.18 0.08 0.08
N -1.552 -2.166 -3.203 0.13 -0.08 -0.09
C -0.942 -1.235 -2.339 -0.21 -0.13 0.02
N -1.101 0.040 -2.777 -0.01 0.14 0.08
C -0.494 1.262 -2.430 -0.01 -0.18 0.15
C 0.206 1.565 -1.272 0.24 -0.26 0.73
C 0.843 2.800 -1.182 -0.05 0.08 0.06
C 0.744 3.752 -2.181 -0.01 -0.02 0.07
C -0.027 3.483 -3.305 0.00 0.06 -0.01
C -0.639 2.251 -3.417 0.10 0.10 -0.05
O -1.400 1.888 -4.511 -0.13 0.08 -0.13
C -1.987 2.930 -5.256 0.02 -0.04 -0.02
N -0.313 -1.591 -1.295 0.35 0.08 0.06
C -0.172 -2.957 -0.976 -0.14 -0.05 -0.08
C -0.918 -3.527 0.039 -0.06 0.00 0.09
C -0.669 -4.830 0.454 0.01 -0.02 -0.01
C 0.342 -5.562 -0.144 -0.06 0.06 0.02
C 1.074 -5.017 -1.194 0.06 -0.12 0.04
C 0.796 -3.733 -1.631 0.09 0.09 0.01
O 1.410 -3.131 -2.690 0.11 -0.04 -0.07
C 2.530 -3.791 -3.252 0.00 0.04 -0.04
H -0.759 -4.239 -6.245 -0.01 0.00 0.01
H -0.908 -2.593 -5.596 -0.02 0.00 0.07
H -1.964 -3.119 -6.930 -0.02 -0.02 0.02
H -4.886 -3.818 -5.766 0.04 0.02 0.03
H -6.564 -2.210 -4.853 0.04 -0.01 0.02
H -5.854 -0.585 -3.110 0.05 -0.02 0.00
H -3.533 -0.580 -2.280 -0.01 0.00 -0.04
H -1.130 -3.083 -3.172 -0.05 -0.03 0.03
H -1.615 0.110 -3.639 0.01 -0.02 -0.08
H 1.440 3.014 -0.300 -0.14 0.05 -0.06
H 1.254 4.705 -2.093 0.00 -0.01 0.02
H -0.124 4.221 -4.090 -0.02 -0.01 -0.03
H -2.780 2.481 -5.853 0.02 -0.01 0.00
H -1.265 3.404 -5.928 0.03 0.01 0.01
H -2.414 3.693 -4.600 -0.01 -0.01 0.02
H -1.675 -2.920 0.523 0.05 0.04 0.03
H -1.245 -5.249 1.271 0.03 0.01 -0.03
H 0.583 -6.558 0.209 0.00 0.02 0.00
H 1.888 -5.580 -1.630 -0.06 0.01 -0.01
H 2.936 -3.115 -4.001 -0.01 0.01 0.05
H 2.236 -4.736 -3.726 -0.02 0.02 0.01
H 3.298 -3.990 -2.501 -0.02 0.02 0.02
O 6.046 -2.956 -1.176 0.18 -0.14 -0.11
C 4.950 -2.460 -0.972 -0.10 0.04 0.04
C 3.954 -2.921 0.045 -0.14 0.08 0.01
O 4.033 -3.948 0.711 0.04 -0.09 0.14
C 2.908 -1.896 0.081 0.31 0.00 -0.30
C 3.189 -0.892 -0.912 -0.13 0.09 0.24
O 2.481 0.140 -1.019 0.32 0.02 -0.03
C 4.368 -1.282 -1.687 -0.10 0.08 0.08
O 4.811 -0.751 -2.699 0.13 0.06 -0.11
O 1.912 -1.826 0.843 -0.32 0.15 0.13
C -2.863 -2.189 3.453 0.14 0.09 -0.08
C -2.278 -1.226 2.425 -0.25 0.03 0.07
S -0.533 -1.059 2.615 0.56 0.41 -0.47
C -3.050 -0.625 1.498 -0.07 -0.07 0.02
C -4.542 -0.886 1.435 0.10 -0.05 0.08
S -2.468 0.456 0.262 -0.17 0.27 0.00
H -2.067 -2.587 4.082 -0.03 -0.03 0.01
H -3.364 -3.037 2.974 0.02 0.00 0.04
H -3.591 -1.695 4.106 0.00 -0.02 0.01
H -4.907 -1.528 2.242 0.00 0.05 -0.07
H -4.794 -1.354 0.477 -0.01 0.02 0.02
H -5.078 0.067 1.474 -0.01 -0.03 -0.01
```
Positions in Å, forces in eV/Å.

Values from the calculation:
Spin multiplicity ... 1
LUMO ... 0.141 hartree
Max |F| ... 0.0228 Eh/bohr
Charge ... -2